1.
{
  "formula": "C4H11NO3",
  "method": "ωB97M-V/def2-TZVPD",
  "symbols": ["C", "H", "H", "H", "C", "C", "O", "H", "C", "H", "N", "H", "O", "O", "H", "H", "H", "H", "H"],
  "xyz": [[-1.926259, 0.383550, 0.049881], [-0.918916, -2.251238, -0.833895], [-2.083955, 0.186096, 1.103175], [1.511358, -1.191674, -1.138829], [0.927966, 1.412502, -0.150687], [0.534876, 0.019462, 0.322946], [-0.590305, -0.306173, -1.694546], [0.289317, 2.174495, 0.283946], [1.581991, -1.016546, -0.065578], [-0.044906, 0.784082, 2.020378], [-0.749000, -0.364653, -0.437438], [-2.777704, 0.028856, -0.532240], [-1.045677, -1.727975, -0.028658], [0.306161, -0.054676, 1.691776], [1.398499, -1.936927, 0.481076], [-1.783638, 1.441843, -0.154489], [2.574734, -0.650227, 0.178921], [0.842938, 1.447379, -1.231604], [1.952512, 1.621823, 0.135858]],
  "atomic_forces_ev_per_a": [[-0.678, 0.200, -0.090], [0.110, 0.498, -0.262], [-0.013, -0.004, 0.070], [0.089, -0.009, 0.086], [-0.076, -0.218, -0.007], [0.861, 0.035, -0.192], [0.043, 0.258, -1.735], [-0.150, 0.194, 0.072], [-0.214, 0.067, 0.069], [0.126, -0.138, -0.131], [-0.272, -0.350, 0.700], [0.229, -0.017, 0.086], [-0.329, -0.669, 0.900], [-0.050, 0.110, 0.322], [0.021, -0.033, -0.015], [0.134, -0.051, 0.020], [0.035, 0.077, 0.052], [0.026, 0.069, -0.066], [0.108, -0.019, 0.120]],
  "smiles": "CC(C)(O)[N@@+](C)([O-])O",
  "max_force_ev_per_a": 1.75,
  "e_above_lowest_kcal_mol": 98.96,
  "orbital_gap_ev": 9.78
}

2.
{
  "formula": "C4H11NO3",
  "method": "ωB97M-V/def2-TZVPD",
  "symbols": ["C", "C", "C", "O", "H", "O", "N", "H", "C", "H", "H", "H", "H", "H", "H", "H", "H", "O", "H"],
  "xyz": [[-1.511144, -0.284449, 0.507476], [-0.143449, -0.201982, -0.150246], [0.530318, -1.629336, -0.194340], [-2.065345, 1.006153, 0.729409], [0.352471, 2.415903, 0.095618], [1.021296, 2.892008, 0.604873], [-0.266602, 0.461018, -1.413953], [2.723349, -1.511554, -0.382978], [1.919542, -1.579583, 0.385156], [0.496659, 3.389280, 1.263729], [-1.419769, -0.733200, 1.485198], [-0.042375, -2.341157, 0.399851], [0.469838, 0.381505, 0.528363], [-2.200488, -0.889179, -0.102771], [0.575694, 0.556368, -1.956890], [-2.107607, 1.474124, -0.112425], [0.546589, -1.915905, -1.252992], [2.143998, -1.613490, 1.561060], [-1.022974, 0.123476, -1.994139]],
  "atomic_forces_ev_per_a": [[-0.253, 0.503, -0.327], [0.310, -1.108, 0.663], [-0.411, 0.488, -0.301], [-0.001, -0.032, 0.030], [0.016, 0.046, -0.050], [-0.534, 0.378, 0.436], [-0.282, 0.797, -0.258], [0.166, 0.096, 0.357], [-0.207, -0.193, -0.771], [0.460, -0.413, -0.475], [0.033, -0.219, 0.222], [-0.109, -0.072, -0.074], [0.114, 0.411, -0.013], [0.123, -0.070, 0.043], [0.123, -0.052, 0.034], [0.075, -0.096, -0.016], [0.075, -0.278, 0.303], [0.174, 0.045, 0.194], [0.128, -0.231, 0.005]],
  "smiles": "N[C@@H](CO)CC=O.O",
  "max_force_ev_per_a": 1.33,
  "e_above_lowest_kcal_mol": 43.16,
  "orbital_gap_ev": 10.42
}

3.
{
  "formula": "C4H11NO3",
  "method": "ωB97M-V/def2-TZVPD",
  "symbols": ["C", "H", "H", "C", "H", "H", "O", "C", "N", "O", "H", "O", "H", "H", "H", "C", "H", "H", "H"],
  "xyz": [[-0.946957, 0.709941, 0.414356], [-0.173243, 0.270055, 2.127557], [2.196763, 0.273951, -1.179284], [2.543534, 0.267093, -0.136741], [0.527176, 0.409230, 0.410450], [-1.514830, 2.567220, 0.405689], [1.532518, -0.150445, 0.751816], [-0.304216, -1.628487, -0.709496], [-0.824837, -0.366260, -1.009550], [-1.065558, 0.356657, 1.756696], [3.389383, -0.423649, -0.065152], [-0.718488, 2.065400, 0.185702], [-2.630590, -0.674573, 0.142838], [0.065386, -2.103917, -1.619322], [-0.936487, -2.282902, -0.097962], [-2.046865, 0.077635, -0.387283], [0.640047, -1.376182, -0.078473], [2.897818, 1.272969, 0.113568], [-2.630554, 0.736263, -1.025409]],
  "atomic_forces_ev_per_a": [[-3.016, -0.098, -1.124], [0.032, 0.049, 0.159], [0.025, -0.017, 0.094], [0.136, 0.227, -0.158], [3.816, -2.250, 0.489], [-0.014, -0.207, 0.019], [-2.434, 2.158, -0.281], [1.952, -0.807, 1.504], [-0.242, 2.713, 1.501], [0.822, -0.458, -0.548], [-0.112, 0.010, 0.056], [0.569, -0.292, -0.227], [0.031, 0.036, -0.003], [-0.268, -0.068, -0.032], [-0.124, -0.006, -0.259], [0.175, 0.032, -0.156], [-1.303, -1.004, -1.005], [0.015, -0.037, -0.074], [-0.061, 0.020, 0.046]],
  "smiles": "CN1CC1(O)O.CO",
  "max_force_ev_per_a": 4.46,
  "e_above_lowest_kcal_mol": 135.32,
  "orbital_gap_ev": 9.41
}

4.
{
  "formula": "C4H11NO3",
  "method": "ωB97M-V/def2-TZVPD",
  "symbols": ["O", "C", "C", "H", "O", "H", "H", "N", "C", "H", "H", "H", "O", "H", "H", "H", "C", "H", "H"],
  "xyz": [[2.068487, 1.244586, -2.593271], [-0.316915, -1.553823, 0.597148], [-0.632005, 1.048758, 0.912391], [-2.314938, 2.085621, 0.362758], [0.937227, -1.504950, 0.070354], [1.507806, 1.184194, 0.274085], [-1.901167, 0.894114, -0.712811], [-1.920957, 1.162860, 0.260231], [0.492303, 1.388438, -0.090617], [0.518550, 2.408013, -0.414313], [1.084126, -2.296646, -0.457823], [-0.641451, 1.699031, 1.803425], [-1.012821, -2.479756, 0.291783], [2.904009, 0.983961, -3.019137], [0.503556, -0.366374, 2.094373], [0.364751, 0.778911, -0.990195], [-0.453421, -0.386869, 1.578673], [2.318779, 2.057512, -2.109066], [-1.341889, -0.667883, 2.126498]],
  "atomic_forces_ev_per_a": [[0.945, 0.593, -0.002], [1.616, 0.096, -0.513], [0.365, -0.680, 0.076], [0.001, -0.001, -0.186], [0.558, 0.434, 0.128], [-0.270, -0.196, 0.116], [0.057, 0.082, -0.025], [-0.497, -0.112, 0.506], [0.422, -0.991, 0.565], [-0.511, 0.844, 0.009], [-0.213, -0.169, -0.171], [0.100, 0.061, -0.508], [-1.077, 0.310, 0.559], [-0.496, 0.042, 0.142], [-0.275, -0.121, 0.549], [0.036, 0.049, 0.218], [-0.474, -0.090, -1.867], [-0.309, -0.633, -0.333], [0.024, 0.482, 0.739]],
  "smiles": "C[C@@H](N)CC(=O)O.O",
  "max_force_ev_per_a": 1.93,
  "e_above_lowest_kcal_mol": 24.07,
  "orbital_gap_ev": 9.81
}